ORCA calculation (ωB97M-V with the def2-TZVPD basis set) on a gas-phase ion, C5H8N3O3 (charge +1).

Positions of all 19 atoms, in Å:
O -4.532 1.188 0.125
O 0.745 0.794 -0.111
O -4.757 -0.936 -0.169
N -2.682 -0.027 0.004
N -0.635 -1.128 -0.006
N -4.170 0.077 0.020
C 1.043 2.128 0.289
C -1.833 -1.554 0.060
C -0.486 0.255 -0.142
C -1.691 0.909 -0.186
C 0.468 -2.129 -0.031
H 0.136 2.803 0.687
H -2.355 -2.465 0.107
H 1.409 2.708 -0.546
H -2.039 1.954 -0.171
H 0.084 -3.085 0.111
H 1.892 2.060 0.916
H 0.956 -2.104 0.864
H 1.140 -1.944 -0.827

## Properties
SMILES: COc1cn([N+](=O)[O-])c[n+]1C
Frontier orbital gap (spin up / spin down) in eV: 8.358 / 8.359
Energy above the lowest of the compared OMol25 structures with the same formula, charge and spin in kJ/mol: 727.6
Spin multiplicity: 1
Energy in Ha: -584.81006
Net charge: +1
E_LUMO (spin up / spin down) in eV: -4.89 / -4.89